Record 1
DFT (ωB97M-V/def2-TZVPD) results for 6 unconnected molecules or ions with the total composition C24H59F8N6O10PS2 in a non-equilibrium geometry.

Computed properties:
Charge: +2
Highest occupied orbital energy, Eh: -0.46223

Each line ends with the Mulliken charge.
Positions of all 110 atoms, in Å:
P1 -8.78 9.22 -16.08  1.58
F1 -9.04 10.67 -16.80  -0.42
F2 -8.84 8.47 -17.55  -0.45
F3 -7.21 9.34 -16.37  -0.35
F4 -8.58 7.76 -15.42  -0.45
F5 -8.73 9.85 -14.58  -0.32
F6 -10.38 9.06 -15.91  -0.40
C1 -15.79 12.67 -13.82  -1.00
C2 -14.93 13.45 -14.84  -0.73
N1 -13.55 12.94 -14.85  0.14
C3 -13.12 11.99 -15.76  -0.91
C4 -11.76 11.85 -15.57  -0.08
N2 -11.52 12.46 -14.36  0.39
C5 -12.55 13.26 -14.05  -0.08
C6 -10.30 12.40 -13.54  -0.95
H1 -16.72 13.20 -13.64  0.38
H2 -15.22 12.67 -12.89  0.33
H3 -15.85 11.65 -14.19  0.32
H4 -14.84 14.44 -14.38  0.34
H5 -15.31 13.65 -15.84  0.42
H6 -13.81 11.53 -16.45  0.71
H7 -11.01 11.25 -16.05  0.19
H8 -12.62 13.90 -13.18  0.48
H9 -10.46 11.60 -12.82  0.41
H10 -10.13 13.34 -13.04  0.38
H11 -9.45 12.14 -14.16  0.12
C7 -5.60 6.25 -12.17  -0.83
O1 -5.13 7.48 -12.73  -0.38
C8 -6.25 8.29 -13.05  -0.62
C9 -5.69 9.42 -13.92  -0.93
N3 -4.42 9.97 -13.32  0.36
H12 -4.82 10.52 -12.53  0.36
H13 -3.85 9.23 -12.91  0.64
C10 -3.62 10.90 -14.24  -0.84
C11 -2.31 11.22 -13.49  -0.46
O2 -1.63 10.05 -13.12  -0.36
C12 -1.43 9.07 -14.09  -0.60
H14 -4.83 5.72 -11.61  0.29
H15 -5.99 5.60 -12.96  0.30
H16 -6.46 6.41 -11.51  0.33
H17 -6.62 8.73 -12.12  0.29
H18 -7.03 7.77 -13.60  0.52
H19 -6.36 10.24 -14.11  0.39
H20 -5.41 9.02 -14.90  0.54
H21 -4.33 11.73 -14.21  0.42
H22 -3.75 10.46 -15.23  0.40
H23 -2.59 11.82 -12.63  0.28
H24 -1.63 11.77 -14.15  0.44
H25 -0.99 8.19 -13.63  0.23
H26 -0.77 9.45 -14.88  0.31
H27 -2.39 8.78 -14.56  0.22
C13 -13.95 6.22 -18.61  -0.77
O3 -13.01 7.09 -19.24  -0.37
C14 -11.71 7.05 -18.67  -0.53
C15 -10.82 7.78 -19.66  -0.25
N4 -11.51 9.04 -20.12  -0.07
H28 -11.08 9.33 -21.00  0.48
H29 -12.50 8.95 -20.39  0.54
C16 -11.50 10.22 -19.17  -0.31
C17 -12.33 11.35 -19.70  -0.55
O4 -13.62 10.89 -19.98  -0.37
C18 -14.59 11.90 -20.38  -0.74
H30 -14.81 6.13 -19.27  0.26
H31 -14.27 6.63 -17.65  0.29
H32 -13.50 5.22 -18.58  0.34
H33 -11.44 6.00 -18.58  0.61
H34 -11.66 7.54 -17.69  0.18
H35 -10.53 7.25 -20.56  0.45
H36 -9.94 8.20 -19.17  0.12
H37 -10.47 10.56 -19.12  -0.07
H38 -11.83 9.92 -18.17  0.11
H39 -11.80 11.74 -20.59  0.32
H40 -12.38 12.25 -19.08  0.45
H41 -14.63 12.64 -19.58  0.28
H42 -15.53 11.34 -20.39  0.28
H43 -14.34 12.21 -21.39  0.31
C19 -9.23 14.28 -17.54  -0.80
O5 -9.32 13.44 -18.69  -0.27
C20 -8.12 12.83 -19.09  -0.31
C21 -8.20 12.60 -20.57  -0.98
N5 -8.38 13.97 -21.27  -0.10
H44 -8.51 13.63 -22.22  0.40
H45 -9.26 14.33 -20.90  0.39
C22 -7.29 15.01 -21.26  -0.60
C23 -7.53 15.86 -22.49  -0.60
O6 -7.62 15.03 -23.63  -0.35
C24 -8.12 15.69 -24.76  -0.77
H46 -8.49 15.08 -17.64  0.34
H47 -8.94 13.72 -16.65  0.23
H48 -10.24 14.65 -17.37  0.28
H49 -7.91 11.88 -18.58  0.12
H50 -7.26 13.46 -18.83  0.69
H51 -9.12 12.06 -20.79  0.30
H52 -7.29 12.17 -21.00  0.47
H53 -6.34 14.49 -21.41  0.37
H54 -7.33 15.45 -20.27  0.39
H55 -6.66 16.51 -22.60  0.42
H56 -8.47 16.42 -22.46  0.38
H57 -9.09 16.19 -24.64  0.35
H58 -8.25 14.93 -25.53  0.26
H59 -7.42 16.44 -25.15  0.32
N6 -5.69 11.56 -11.38  -0.38
S1 -4.90 12.23 -10.07  0.93
O7 -4.89 11.44 -8.88  -0.59
O8 -4.95 13.65 -9.93  -0.55
F7 -3.41 11.93 -10.61  -0.27
S2 -7.20 11.82 -11.00  0.88
O9 -7.63 13.20 -10.84  -0.60
O10 -7.73 10.86 -10.08  -0.62
F8 -7.82 11.44 -12.43  -0.10

Record 2
DFT (ωB97M-V/def2-TZVPD) results for a molecular structure, C46H52N9OW in a non-equilibrium geometry.

Computed properties:
2S+1: 3
ΔE to the lowest compared entry with this formula, charge and spin, eV: 4.165
Charge: +1
Highest occupied orbital energy (spin up / spin down), Eh: -0.25813 / -0.25903
<S²>: 2.04

Each line ends with the Mulliken spin population.
Positions of all 109 atoms, in Å:
W1 0.73 0.76 0.14  1.26
C1 0.68 -2.14 1.54  0.03
C2 2.05 -2.49 1.00  0.00
C3 3.11 -1.39 0.94  0.03
N1 2.71 -0.02 0.58  0.01
C4 3.71 0.87 0.74  0.01
C5 5.05 0.47 0.91  0.06
C6 6.20 1.19 1.20  -0.02
C7 6.36 2.52 1.54  0.05
C8 5.36 3.48 1.53  -0.01
C9 4.05 3.37 1.09  0.06
C10 3.31 2.26 0.61  0.01
N2 2.11 2.42 0.07  -0.02
C11 1.74 3.78 -0.30  0.00
C12 0.50 3.82 -1.17  0.07
C13 -0.73 3.55 -0.32  -0.02
N3 -0.51 2.38 0.51  0.06
C14 -1.26 2.30 1.63  0.06
C15 -2.51 2.89 1.72  0.07
C16 -3.40 2.97 2.79  -0.02
C17 -3.19 2.68 4.12  0.06
C18 -2.02 2.14 4.67  -0.01
C19 -0.92 1.62 4.05  0.06
C20 -0.60 1.51 2.67  -0.05
N4 0.42 0.82 2.18  -0.05
C21 1.20 -0.06 3.05  0.03
C22 0.68 -1.49 2.93  -0.02
H1 0.20 -3.10 1.71  0.00
H2 0.42 -1.55 -0.39  0.02
H3 1.91 -2.92 0.01  0.00
H4 2.48 -3.28 1.63  0.00
H5 3.85 -1.75 0.22  0.00
H6 3.61 -1.36 1.91  -0.01
H7 5.26 -0.57 0.75  0.01
H8 7.11 0.60 1.21  0.00
H9 7.35 2.84 1.83  0.00
H10 5.64 4.47 1.87  0.00
H11 3.50 4.29 1.16  0.01
H12 2.58 4.23 -0.85  -0.01
H13 1.56 4.39 0.59  0.00
H14 0.59 3.07 -1.96  -0.03
H15 0.41 4.81 -1.63  0.00
H16 -1.60 3.43 -0.98  0.00
H17 -0.92 4.42 0.32  -0.01
H18 -2.89 3.29 0.79  0.01
H19 -4.38 3.38 2.55  0.00
H20 -3.99 2.90 4.81  0.00
H21 -2.00 2.10 5.75  0.00
H22 -0.17 1.23 4.73  0.01
H23 1.15 0.23 4.10  0.00
H24 2.24 0.02 2.76  0.00
H25 -0.34 -1.50 3.32  0.00
H26 1.28 -2.13 3.58  0.00
N5 3.44 -0.72 -2.23  0.01
C23 4.29 -1.30 -3.10  0.00
C24 3.78 -2.55 -3.37  0.00
C25 2.61 -2.63 -2.60  0.00
N6 2.41 -1.51 -1.91  0.04
H27 3.50 0.19 -1.81  0.00
H28 5.18 -0.80 -3.45  0.00
H29 4.19 -3.31 -4.01  0.00
H30 1.91 -3.45 -2.53  0.00
C26 0.05 -0.55 -3.73  0.01
C27 0.94 0.56 -3.24  0.03
N7 1.60 1.24 -4.19  0.01
O1 1.09 0.86 -2.06  0.00
H31 0.67 -1.39 -4.05  0.00
H32 -0.56 -0.23 -4.57  0.00
H33 -0.59 -0.86 -2.91  0.00
H34 1.54 0.98 -5.16  0.00
H35 2.24 1.97 -3.93  0.00
C28 -5.64 1.77 -2.63  0.00
C29 -4.25 1.47 -2.18  0.00
C30 -3.98 0.81 -0.99  0.00
C31 -2.67 0.55 -0.62  -0.02
N8 -1.61 0.86 -1.36  0.05
C32 -1.87 1.52 -2.50  0.01
C33 -3.13 1.85 -2.93  0.00
H36 -6.38 1.32 -1.97  0.00
H37 -5.81 1.39 -3.64  0.00
H38 -5.81 2.85 -2.66  0.00
H39 -4.78 0.49 -0.33  0.00
H40 -2.48 0.08 0.32  0.07
H41 -1.02 1.82 -3.10  -0.01
H42 -3.26 2.40 -3.85  0.00
N9 -0.13 -1.44 0.47  0.05
C34 -1.36 -2.23 0.24  0.02
C35 -2.53 -2.03 1.00  0.02
C36 -3.73 -2.75 0.68  0.00
C37 -4.92 -2.49 1.31  0.00
C38 -5.02 -1.51 2.30  0.00
C39 -3.88 -0.81 2.65  0.00
C40 -2.67 -1.06 2.03  -0.02
C41 -1.14 -3.52 -0.45  -0.01
C42 -1.34 -4.74 0.23  0.00
C43 -1.12 -5.96 -0.39  0.00
C44 -0.72 -6.01 -1.72  0.00
C45 -0.53 -4.83 -2.41  0.00
C46 -0.71 -3.60 -1.78  0.00
H43 -3.69 -3.49 -0.11  0.00
H44 -5.80 -3.05 1.02  0.00
H45 -5.97 -1.31 2.78  0.00
H46 -3.94 -0.05 3.42  0.00
H47 -1.80 -0.49 2.33  0.03
H48 -1.66 -4.72 1.26  0.00
H49 -1.27 -6.88 0.17  0.00
H50 -0.57 -6.96 -2.21  0.00
H51 -0.25 -4.85 -3.46  0.00
H52 -0.58 -2.69 -2.34  0.00

Record 3
DFT (ωB97M-V/def2-TZVPD) results for a molecular structure, H18O13SSr in a non-equilibrium geometry.

Computed properties:
Highest occupied orbital energy, Eh: -0.24003

Each line ends with the natural charge from an NBO analysis.
Positions of all 33 atoms, in Å:
Sr1 0.08 0.34 0.02  1.83
S1 -1.88 -2.73 0.15  2.61
O1 -1.62 -4.07 -0.36  -1.05
O2 -1.67 -2.70 1.62  -1.09
O3 -1.05 -1.71 -0.50  -1.20
O4 -3.31 -2.45 -0.02  -1.08
O5 -0.18 0.71 -2.64  -0.99
H1 -0.43 1.32 -3.31  0.49
H2 0.44 0.07 -3.06  0.51
O6 2.32 0.71 -1.29  -0.97
H3 2.49 -0.10 -1.74  0.51
H4 2.00 1.28 -1.94  0.47
O7 -1.40 1.67 1.85  -0.97
H5 -1.66 2.43 1.34  0.47
H6 -2.10 1.14 2.23  0.52
O8 1.09 -1.77 -1.89  -1.05
H7 0.16 -1.72 -1.49  0.51
H8 1.42 -2.62 -1.72  0.48
O9 -2.28 1.25 -0.81  -0.99
H9 -2.75 0.64 -1.39  0.52
H10 -2.89 1.44 -0.07  0.48
O10 2.04 -1.46 0.62  -0.99
H11 2.59 -1.33 1.42  0.49
H12 1.92 -2.37 0.35  0.51
O11 0.57 3.04 -0.20  -0.96
H13 0.03 3.53 0.36  0.48
H14 1.04 3.73 -0.65  0.49
O12 -0.19 -0.96 2.60  -1.04
H15 -0.45 -0.48 3.35  0.45
H16 -0.94 -1.60 2.40  0.52
O13 1.85 1.48 1.78  -0.94
H17 2.08 2.29 1.34  0.48
H18 2.68 1.01 1.66  0.48

Record 4
DFT (ωB97M-V/def2-TZVPD) results for a molecular structure, C3H9N3O2 in a non-equilibrium geometry.

Computed properties:
ΔE to the lowest compared entry with this formula, charge and spin, eV: 5.784
Highest occupied orbital energy, Eh: -0.32790

Each line ends with the natural charge from an NBO analysis.
Positions of all 17 atoms, in Å:
C1 2.37 -0.71 0.26  -0.26
C2 -2.38 -0.43 0.66  -0.42
N1 0.69 0.96 -0.86  0.00
C3 -0.30 -0.01 -0.41  0.72
N2 0.28 2.18 -0.62  -0.56
O1 1.32 0.18 0.57  -0.54
O2 -0.15 -1.18 -1.09  -0.68
N3 -1.34 0.44 0.17  -0.63
H1 -0.99 -1.66 -1.07  0.49
H2 1.01 2.88 -0.68  0.38
H3 -0.48 2.22 0.10  0.41
H4 3.33 -0.21 0.40  0.17
H5 2.36 -1.10 -0.76  0.19
H6 2.31 -1.58 0.92  0.18
H7 -2.72 -1.18 -0.07  0.15
H8 -2.05 -0.97 1.56  0.20
H9 -3.24 0.17 0.92  0.21